9
Properties=species:S:1:pos:R:3:forces:R:3 method="wB97M-V/def2-TZVPD" e_lumo_ev="-1.24 / -1.24" orbital_gap_ev="7.25 / 7.25" molar_mass_g_mol=201.0 e_homo_ev="-8.49 / -8.49" de_lowest_kj_mol=299.83 total_energy_ha=-829.10868 total_charge=0
C -0.086 1.386 0.390 0.57 -1.03 1.33
C 1.033 0.778 0.789 0.35 2.12 -1.47
N -1.440 -1.821 -1.157 -0.78 -1.45 0.12
S -0.442 -0.733 -1.402 0.85 1.31 -0.53
I -0.676 -3.854 -1.272 -0.15 0.04 0.16
H -0.337 2.145 -0.271 0.49 1.51 -1.24
H -0.941 1.050 0.918 -1.03 -0.47 0.18
H 0.813 0.009 1.431 0.29 -1.81 1.75
H 2.076 1.039 0.574 -0.60 -0.21 -0.29